Record 1
Formula: C3H12O2S
Source: OMol25
Level of theory: ωB97M-V/def2-TZVPD

The geometry in XYZ format:
```
18
Properties=species:S:1:pos:R:3:forces:R:3:mulliken_charge:R:1
C 0.526 -1.248 -0.711 1.60 0.51 0.60 -1.0707
C 1.385 -0.006 -0.368 -1.01 0.46 -0.15 -0.3460
S 2.229 -0.108 1.202 0.87 0.20 -0.14 -0.0980
C 0.851 0.044 2.304 -0.01 -0.54 0.54 -0.7792
H 0.266 -1.112 -1.753 -0.37 -0.64 -0.08 0.2424
H 1.184 -2.088 -0.475 -0.11 -0.27 -0.75 0.4122
H -0.320 -1.421 -0.050 -0.33 0.50 -0.19 0.2982
H 2.139 0.232 -1.119 0.16 -0.62 -0.06 0.3239
H 0.782 0.910 -0.428 -0.09 -0.11 0.37 0.2178
H 0.235 -0.850 2.213 -0.46 0.30 -0.09 0.2605
H 0.332 0.990 2.161 -0.24 -0.08 0.01 0.2184
H 1.247 -0.005 3.319 0.03 0.24 -0.01 0.3290
O -2.439 0.583 -0.093 -0.26 0.06 0.56 -0.6640
H -3.192 0.756 0.487 -0.19 0.07 -0.42 0.3047
H -1.736 0.510 0.555 0.51 -0.14 -0.03 0.3055
O -0.862 1.152 -2.451 0.60 0.47 -0.07 -0.6171
H -1.206 0.562 -3.119 -0.32 -0.17 0.02 0.3005
H -1.424 1.099 -1.672 -0.40 -0.22 -0.10 0.3619
```
Forces are in eV/Å.

Its LUMO energy is 0.43 eV. The HOMO-LUMO gap is 8.85 eV. The structure (SMILES) is CCSC.O.O.

Record 2
Formula: C3H8N4
Source: OMol25
Level of theory: ωB97M-V/def2-TZVPD

The geometry in XYZ format:
```
15
Properties=species:S:1:pos:R:3:forces:R:3:mulliken_charge:R:1
C 1.792 -0.612 0.377 0.26 0.49 -0.66 -0.3514
C 0.607 -1.236 0.383 1.00 0.58 1.16 -0.2951
C -1.700 -0.607 -0.452 -1.04 -2.63 3.44 -0.7914
N 1.657 0.409 -0.548 1.35 1.38 -0.64 -0.1225
N -0.268 -0.442 -0.408 0.21 -3.62 0.93 0.1802
N 0.360 0.701 -0.760 -1.99 2.15 0.81 -0.3844
N -0.152 1.837 0.550 1.17 -0.43 -0.52 -0.6587
H 2.786 -0.691 0.785 -0.28 -0.81 0.32 0.3799
H 0.494 -2.136 0.972 -1.08 0.13 -0.37 0.3861
H -2.396 -0.114 0.355 1.78 -0.51 -1.15 0.2506
H -1.949 -0.269 -1.356 -1.56 1.57 -3.50 0.3623
H -2.065 -1.749 -0.453 1.46 2.37 0.11 0.2807
H 2.306 1.207 -0.654 -0.93 -0.88 0.31 0.2917
H -0.705 1.274 1.202 -0.02 0.25 -0.30 0.2234
H -0.767 2.427 0.006 -0.31 -0.03 0.06 0.2486
```
Forces are in eV/Å.

Its LUMO energy is 1.01 eV. The HOMO-LUMO gap is 7.74 eV.

Record 3
Formula: C19H31NO7PdSSi
Source: OMol25
Level of theory: ωB97M-V/def2-TZVPD

The geometry in XYZ format:
```
61
Properties=species:S:1:pos:R:3:forces:R:3:mulliken_charge:R:1
Pd 0.992 -1.287 1.347 -0.99 0.40 -0.22 0.0804
O 4.182 -2.958 -0.626 -1.11 -0.47 0.88 -0.4951
C 3.143 -2.622 0.166 1.09 4.59 -2.38 0.6594
O 2.720 -1.405 0.111 1.21 -3.20 0.49 -0.4474
C 2.573 -3.567 1.037 -1.58 -2.18 2.45 0.0120
C 2.897 -4.934 1.251 0.21 1.70 -0.86 -0.6131
C 2.180 -5.659 2.162 -1.09 -0.02 0.99 -0.3531
C 1.121 -5.068 2.889 0.80 -0.13 -0.76 -0.4167
C 0.828 -3.742 2.646 -0.31 0.21 0.31 0.4070
N 1.542 -3.033 1.780 1.43 -0.58 -1.14 -0.1679
C -0.273 -2.905 3.293 -0.39 0.17 0.43 0.3813
O -0.967 -3.353 4.179 0.22 -0.45 -0.11 -0.6792
O -0.366 -1.705 2.821 0.45 0.33 -0.16 -0.5514
H 4.391 -2.191 -1.179 -0.08 0.12 0.04 0.3982
H 3.701 -5.366 0.682 0.12 -0.10 -0.09 0.5379
H 2.408 -6.699 2.333 0.09 -0.07 -0.03 0.4469
H 0.537 -5.618 3.607 -0.11 -0.02 0.10 0.5408
C 2.271 2.124 0.424 -0.28 -0.15 0.05 -1.2927
C 1.055 1.814 1.296 0.57 0.67 0.68 1.5466
C 1.499 1.377 2.702 -0.06 -0.12 -0.36 -1.7472
C 0.118 3.018 1.379 0.03 -0.41 -0.08 -1.4242
O 0.349 0.694 0.741 0.54 -0.29 1.01 0.8228
Si -0.445 0.490 -0.705 -0.58 -2.74 -0.69 0.2038
S -0.398 -1.634 -0.828 -0.21 0.90 -0.44 -0.7844
O 0.407 1.275 -1.822 0.45 0.40 0.03 0.0273
C 0.100 1.670 -3.156 -0.02 0.28 -0.30 1.5977
C -0.537 3.059 -3.083 0.14 -0.28 -0.03 -1.4600
C -0.856 0.677 -3.806 0.24 0.07 0.15 -1.4228
C 1.431 1.714 -3.909 -0.35 -0.01 0.23 -1.8189
O -1.930 1.124 -0.681 -0.10 0.62 -0.05 0.0703
C -3.146 0.718 -0.040 -0.34 -0.03 0.07 1.7588
C -4.011 1.978 0.034 0.27 -0.29 -0.04 -1.8316
C -2.851 0.180 1.355 0.14 0.00 -0.25 -1.4780
C -3.823 -0.339 -0.911 0.22 0.13 0.13 -1.6481
H 2.914 2.852 0.911 0.07 0.05 0.09 0.4970
H 1.939 2.514 -0.533 0.09 0.05 -0.09 0.1875
H 2.825 1.202 0.243 0.11 0.04 0.00 0.1066
H 1.941 2.213 3.239 0.05 0.06 0.00 0.5093
H 2.252 0.571 2.626 -0.28 0.33 0.12 0.2414
H 0.634 1.014 3.265 0.12 -0.02 -0.02 0.3286
H 0.650 3.878 1.776 0.07 0.08 0.02 0.5078
H -0.727 2.793 2.027 -0.08 0.01 0.04 0.3304
H -0.257 3.257 0.386 -0.08 0.11 -0.10 0.1748
H -1.434 3.000 -2.473 -0.13 0.06 0.04 0.1430
H -0.798 3.415 -4.076 -0.04 0.07 -0.10 0.5007
H 0.157 3.760 -2.625 0.06 0.10 0.04 0.3027
H -1.787 0.655 -3.247 -0.20 -0.05 -0.02 0.1451
H -0.422 -0.319 -3.792 0.01 -0.12 -0.02 0.3177
H -1.058 0.971 -4.832 -0.06 0.03 -0.13 0.5309
H 2.131 2.366 -3.390 0.06 0.10 0.03 0.3307
H 1.274 2.089 -4.917 0.04 0.04 -0.14 0.4286
H 1.860 0.717 -3.959 0.05 -0.12 -0.03 0.3798
H -3.501 2.744 0.610 0.05 0.12 0.11 0.3714
H -4.964 1.755 0.504 -0.16 -0.02 0.08 0.4073
H -4.192 2.361 -0.967 -0.03 0.06 -0.12 0.3786
H -2.330 0.938 1.937 0.01 0.06 0.13 0.1690
H -2.216 -0.706 1.302 -0.06 0.00 0.01 0.1605
H -3.773 -0.085 1.865 -0.14 -0.02 0.08 0.6111
H -4.012 0.065 -1.904 -0.05 0.04 -0.09 0.3463
H -4.768 -0.636 -0.465 -0.17 -0.05 0.05 0.4931
H -3.181 -1.212 -1.003 0.03 -0.06 0.00 0.2407
```
Forces are in eV/Å.

Its LUMO energy (spin up / spin down) is -1.97 / -1.98 eV. The HOMO-LUMO gap (spin up / spin down) is 5.09 / 5.08 eV.

Record 4
Formula: C4H10Cl2OP
Source: OMol25
Level of theory: ωB97M-V/def2-TZVPD

The geometry in XYZ format:
```
18
Properties=species:S:1:pos:R:3:forces:R:3:mulliken_charge:R:1
C 1.694 1.514 0.269 0.98 1.01 -1.97 -1.0485
C -0.591 0.298 0.266 -0.60 -0.91 2.34 -1.3533
C 0.635 0.460 -1.823 -0.15 0.67 1.60 -1.1628
C 0.617 0.647 -0.322 -0.32 1.42 -1.32 1.0230
O -3.208 0.356 1.160 0.52 0.83 0.83 -0.3000
P -2.691 0.584 -0.289 1.60 1.38 -0.78 0.5414
Cl -3.887 -2.567 0.435 0.17 0.48 0.13 -0.2701
Cl -2.186 2.601 -0.165 -0.87 -0.30 -0.19 -0.1581
H 1.229 2.375 0.771 -0.04 -0.25 0.07 0.3415
H 2.364 1.963 -0.613 -1.40 -1.13 1.98 0.3136
H 2.372 1.043 0.992 -0.38 -0.17 -0.15 0.3378
H -4.068 -3.759 0.059 -0.14 -0.62 -0.19 0.2700
H -0.813 0.616 1.331 0.71 -0.82 -1.10 0.5220
H -0.794 -0.764 -0.004 0.08 0.28 0.37 0.4591
H 0.664 1.535 -2.189 0.17 -1.47 -0.13 0.3958
H 1.404 -0.215 -2.136 1.04 0.24 -0.52 0.3427
H -0.280 -0.044 -2.030 -0.80 -0.03 -0.87 0.3886
H -3.866 -0.257 1.472 -0.56 -0.63 -0.11 0.3572
```
Forces are in eV/Å.

Its LUMO energy is -5.59 eV. The net charge is +1. The HOMO-LUMO gap is 8.34 eV.

Record 5
Formula: C22H14AuN3O6
Source: OMol25
Level of theory: ωB97M-V/def2-TZVPD

The geometry in XYZ format:
```
46
Properties=species:S:1:pos:R:3:forces:R:3:mulliken_charge:R:1
Au -0.467 -2.981 -0.464 -0.04 0.15 0.01 0.9916
O 2.860 -1.917 1.804 -0.01 -0.01 0.00 -0.6580
C 1.874 -2.374 1.273 -0.01 0.02 0.00 0.3343
O 1.463 -2.069 0.072 0.01 -0.04 0.00 -0.6950
C 1.038 -3.412 2.012 0.01 0.00 0.00 0.5689
C 1.316 -3.936 3.259 0.01 0.01 -0.02 -0.4687
C 0.460 -4.909 3.767 -0.01 0.00 0.00 -0.1735
C -0.637 -5.349 3.033 0.00 -0.01 0.00 -0.4955
C -0.859 -4.785 1.791 -0.01 0.01 -0.01 0.6209
N -0.027 -3.851 1.355 0.00 -0.02 0.03 -0.2641
C -1.982 -5.155 0.818 0.02 -0.03 0.04 0.2514
O -2.775 -6.002 1.158 -0.01 0.01 -0.01 -0.6197
O -1.964 -4.526 -0.321 0.04 0.02 -0.02 -0.7830
H 2.183 -3.579 3.796 0.00 -0.01 0.01 0.5110
H 0.654 -5.332 4.743 0.00 0.00 0.00 0.4342
H -1.314 -6.112 3.388 0.01 0.00 0.01 0.5064
O -0.598 -1.866 -2.451 -0.01 0.01 -0.01 -0.6807
C -0.657 -0.784 -1.832 0.00 -0.01 -0.02 0.3166
N -0.366 0.455 -2.240 0.01 -0.03 0.00 -0.0375
C -0.239 1.351 -1.080 -0.07 0.03 -0.02 3.1733
C -0.484 0.334 0.094 0.03 -0.04 0.03 0.2034
O -0.322 0.544 1.256 0.00 0.01 0.00 -0.5543
N -0.997 -0.817 -0.504 0.00 -0.10 -0.04 -0.3625
C 1.160 1.943 -1.037 0.03 0.02 0.02 -0.3175
C 2.226 1.172 -0.580 0.01 0.01 -0.01 -0.3715
C 3.514 1.683 -0.606 -0.01 -0.01 0.00 -0.7829
C 3.748 2.960 -1.096 -0.01 0.02 0.00 -0.4049
C 2.690 3.727 -1.560 0.02 0.00 0.00 -0.8312
C 1.398 3.223 -1.528 -0.01 -0.01 0.00 -0.3174
C -1.348 2.391 -1.013 0.04 0.01 -0.01 -1.0748
C -1.391 3.247 0.086 -0.01 0.00 0.01 -0.0397
C -2.388 4.202 0.183 0.00 0.00 0.00 -0.8849
C -3.348 4.316 -0.815 0.00 0.00 0.00 -0.3869
C -3.306 3.466 -1.907 0.00 0.00 0.00 -0.9067
C -2.310 2.503 -2.006 -0.01 -0.01 0.00 -0.2275
H 0.134 0.616 -3.101 -0.01 0.01 0.00 0.2824
H 2.063 0.170 -0.199 0.01 0.00 0.00 0.3657
H 4.331 1.078 -0.237 0.00 0.00 0.00 0.4714
H 4.754 3.358 -1.113 0.00 0.00 0.00 0.3978
H 2.866 4.724 -1.942 0.00 0.00 0.00 0.4065
H 0.573 3.832 -1.876 0.01 0.00 0.00 0.4255
H -0.643 3.157 0.863 0.00 0.00 0.00 0.4417
H -2.416 4.860 1.042 0.00 0.00 0.00 0.3946
H -4.126 5.064 -0.738 0.00 0.00 0.00 0.3993
H -4.051 3.546 -2.688 0.00 0.00 0.00 0.4178
H -2.290 1.837 -2.858 0.00 0.00 0.00 0.4238
```
Forces are in eV/Å.

Its LUMO energy (spin up / spin down) is -0.58 / -3.70 eV. Its multiplicity is 3. The HOMO-LUMO gap (spin up / spin down) is 8.68 / 5.80 eV.

Record 6
Formula: C5H8O
Source: OMol25
Level of theory: ωB97M-V/def2-TZVPD

The geometry in XYZ format:
```
14
Properties=species:S:1:pos:R:3:forces:R:3:mulliken_charge:R:1
C -0.318 1.268 1.146 -0.24 0.07 0.18 -0.6785
C 1.034 1.219 0.509 0.16 0.05 -0.09 -0.5524
C 0.233 -0.049 0.660 0.00 -0.14 -0.02 -0.0378
C -0.501 -0.699 -0.473 -0.11 0.36 -0.11 0.0340
C -0.099 -1.897 -1.216 0.22 -0.09 -0.21 -0.4179
O -1.063 -1.971 -0.176 -0.21 -0.10 0.11 -0.4442
H -1.130 1.668 0.541 0.13 -0.02 0.12 0.2280
H -0.411 1.498 2.205 0.11 -0.20 -0.19 0.2654
H 1.886 1.317 1.177 -0.10 -0.02 -0.20 0.2349
H 1.173 1.676 -0.466 -0.07 -0.16 0.08 0.2428
H 0.597 -0.769 1.391 -0.08 0.17 -0.07 0.3814
H -1.190 -0.032 -1.004 0.15 -0.10 0.14 0.2600
H -0.519 -2.056 -2.210 0.18 0.07 0.11 0.2427
H 0.856 -2.390 -1.036 -0.13 0.10 0.14 0.2416
```
Forces are in eV/Å.

Its LUMO energy is 1.19 eV. The HOMO-LUMO gap is 11.13 eV. The structure (SMILES) is C1CC1[C@H]1CO1.